Computed, not measured: C26H32Br24FIN2O3 as an isolated structure in a non-equilibrium geometry, with ωB97M-V/def2-TZVPD.

Atoms and positions in Å:
C -2.1772 -5.2157 1.2831
C -1.3126 -4.5036 2.3862
C -0.2649 -3.4488 1.7807
C -1.1234 -2.1885 1.3803
C -1.4320 -1.1554 2.3942
C -0.8784 -1.2636 3.8620
C 0.0770 0.0148 4.0709
N 1.3305 -0.2881 4.7755
C -2.2683 -0.0228 1.9793
I -2.8901 1.5643 3.2927
C -2.7276 0.0692 0.6004
C -2.4028 -0.9712 -0.3763
C -1.5730 -2.1128 -0.0074
C -1.2440 -3.1303 -1.1332
C -0.1036 -2.5582 -2.0992
C 0.8183 -1.5048 -1.4063
O 1.6650 -2.0957 -0.3874
C -3.0757 -0.6002 -1.7270
O -3.1000 -1.2595 -2.7288
N -3.6708 0.6542 -1.4393
C -4.7557 1.1321 -2.2967
C -5.9545 0.1350 -2.4101
F -4.2039 1.3776 -3.5782
C -3.5748 1.1564 -0.1155
O -4.0162 2.1920 0.2952
H -2.7869 -6.0663 1.6997
H -2.8850 -4.4914 0.7953
H -1.5176 -5.6840 0.4988
H -2.0344 -3.8802 2.9883
H -0.8338 -5.2218 3.0983
H 0.2178 -3.9259 0.8982
H 0.4914 -3.1721 2.5511
H -0.3339 -2.2236 4.0261
H -1.7353 -1.2413 4.5863
H 0.3099 0.4404 3.0593
H -0.4708 0.7867 4.6719
H 1.9973 -0.7922 4.1935
H 1.1836 -0.7292 5.6799
H -0.8767 -4.1153 -0.7711
H -2.1596 -3.2495 -1.7705
H 0.5608 -3.4280 -2.3708
H -0.4986 -2.1152 -3.0445
H 1.5356 -1.1356 -2.1947
H 0.2836 -0.5863 -1.0433
H 2.5209 -1.6318 -0.4283
H -5.1624 2.1068 -1.9148
H -6.7232 0.6448 -3.0585
H -6.4382 -0.0078 -1.4085
H -5.6527 -0.8251 -2.8959
C 5.6350 -0.0483 0.2806
Br 4.8310 1.0754 1.6338
Br 5.8680 -1.8662 0.8998
Br 4.6539 0.0196 -1.3847
H 6.6246 0.3502 0.0826
C 0.0371 4.9977 2.3184
Br 1.0822 3.4325 1.8670
Br -0.5190 4.9769 4.1697
Br 0.9599 6.6305 1.8570
H -0.8650 4.9616 1.7152
C 5.9543 2.2613 -4.5304
Br 6.5427 3.0691 -2.8721
Br 6.6566 0.4685 -4.7493
Br 4.0285 2.3076 -4.7064
H 6.3611 2.8618 -5.3367
C 3.3082 8.8883 -0.5204
Br 3.6983 10.0687 -2.0087
Br 3.9505 7.0927 -0.8407
Br 3.9776 9.5990 1.1497
H 2.2301 8.8315 -0.4307
C 4.3661 -1.3591 6.4649
Br 4.7284 -1.7409 4.6037
Br 5.2810 -2.5925 7.6406
Br 4.7572 0.4808 6.9079
H 3.3023 -1.5039 6.6178
C -6.7211 -4.1352 -1.9332
Br -6.8498 -2.9528 -3.4573
Br -5.0635 -3.8788 -0.9687
Br -8.2593 -3.9776 -0.7720
H -6.7139 -5.1499 -2.3163
C -0.3684 6.6534 -2.3807
Br -2.1077 7.2393 -1.7716
Br 0.8872 8.1205 -2.4935
Br 0.3227 5.2101 -1.2975
H -0.4972 6.2659 -3.3856
C 3.6145 -2.3732 -5.3583
Br 4.9970 -2.9458 -4.1333
Br 2.5204 -3.8533 -5.9506
Br 2.5436 -0.9438 -4.6150
H 4.1120 -1.9739 -6.2359

Values from the calculation:
E_tot: -1728438.2483 eV

Partial atomic charges computed with the Mulliken method, in multiples of e:
1 C -0.86
2 C -0.34
3 C -1.64
4 C 0.75
5 C 1.22
6 C -0.78
7 C -0.60
8 N -0.37
9 C -0.47
10 I 0.03
11 C 0.12
12 C -0.01
13 C 0.10
14 C -0.44
15 C -0.70
16 C 0.58
17 O -0.42
18 C 0.13
19 O -0.54
20 N 0.22
21 C 0.00
22 C -0.75
23 F -0.37
24 C 0.11
25 O -0.57
26 H 0.41
27 H -0.06
28 H 0.26
29 H 0.23
30 H 0.40
31 H 0.33
32 H 0.52
33 H 0.32
34 H 0.41
35 H 0.23
36 H 0.25
37 H 0.21
38 H 0.18
39 H 0.12
40 H 0.20
41 H 0.41
42 H 0.28
43 H -0.40
44 H 0.17
45 H 0.09
46 H 0.35
47 H 0.43
48 H 0.32
49 H -0.11
50 C -0.43
51 Br -0.01
52 Br -0.07
53 Br 0.18
54 H 0.40
55 C -0.44
56 Br 0.09
57 Br -0.07
58 Br 0.02
59 H 0.39
60 C -0.39
61 Br -0.01
62 Br -0.02
63 Br 0.00
64 H 0.39
65 C -0.29
66 Br -0.05
67 Br 0.10
68 Br -0.04
69 H 0.19
70 C -0.18
71 Br 0.01
72 Br -0.04
73 Br 0.00
74 H 0.19
75 C -0.39
76 Br -0.01
77 Br 0.15
78 Br -0.03
79 H 0.36
80 C -0.31
81 Br -0.03
82 Br 0.02
83 Br 0.06
84 H 0.35
85 C -0.30
86 Br -0.05
87 Br -0.05
88 Br -0.03
89 H 0.37

=====

Computed, not measured: C22H19N8O2Rh as an isolated structure in a non-equilibrium geometry, with ωB97M-V/def2-TZVPD.

Atoms and positions in Å:
Rh 0.8327 1.2195 1.0350
C 4.6639 -1.1112 1.2711
C 3.6771 -0.1579 1.4901
N 2.4474 -0.3425 1.0211
C 2.1734 -1.4597 0.3335
C 3.1817 -2.3891 0.1175
N 4.4115 -2.2143 0.5799
C 0.7469 -1.6478 -0.0820
C 0.2500 -2.7695 -0.7167
C -1.1253 -2.8712 -0.9448
C -1.9510 -1.8510 -0.4649
C -1.3742 -0.7587 0.1574
N -0.0591 -0.6572 0.2837
C -2.1274 0.3281 0.8539
C -3.5064 0.4770 0.7951
N -4.1452 1.4077 1.4899
C -3.4232 2.2034 2.2638
C -2.0401 2.0894 2.3252
N -1.4019 1.1602 1.6212
C -1.6988 -4.0471 -1.6379
C -2.7701 -3.8985 -2.5075
C -3.2713 -5.0270 -3.1423
N -2.7851 -6.2489 -2.9468
C -1.7637 -6.3861 -2.1063
C -1.1825 -5.3193 -1.4349
H 5.6668 -0.9778 1.6548
H 3.8801 0.7540 2.0380
H 2.9933 -3.2977 -0.4396
H 0.9067 -3.5630 -1.0440
H -3.0239 -1.9509 -0.5471
H -4.1142 -0.1641 0.1696
H -3.9471 2.9509 2.8453
H -1.4448 2.7474 2.9452
H -3.1907 -2.9248 -2.7237
H -4.0966 -4.9436 -3.8382
H -1.3937 -7.3929 -1.9587
H -0.3694 -5.4972 -0.7431
C 2.4868 5.2767 0.6980
C 1.6469 4.0482 0.6464
N 1.6190 3.1673 1.5981
O 2.5663 3.4174 2.5649
C 0.7452 3.7776 -0.4929
C 0.3885 4.8309 -1.4631
N 0.3147 2.5084 -0.6038
O -0.6464 2.3066 -1.3729
H 3.5253 5.0133 0.8971
H 2.1539 5.9104 1.5231
H 2.4370 5.8376 -0.2286
H 2.1741 3.1601 3.4139
H 0.3252 5.8138 -1.0012
H -0.5422 4.5907 -1.9685
H 1.1800 4.8726 -2.2230

Values from the calculation:
Multiplicity: 5
ΔE to the lowest compared entry with this formula, charge and spin: 0.0 kcal/mol
Net charge: +2

Partial atomic charges computed with the Mulliken method, in multiples of e:
1 Rh -0.09
2 C -0.41
3 C -0.26
4 N -0.14
5 C 0.12
6 C -0.05
7 N -0.56
8 C -0.05
9 C -0.28
10 C 0.61
11 C -0.34
12 C -0.08
13 N -0.26
14 C 0.34
15 C -0.10
16 N -0.58
17 C -0.36
18 C -0.27
19 N -0.10
20 C 0.41
21 C -0.37
22 C -0.47
23 N 0.04
24 C -0.49
25 C -0.38
26 H 0.41
27 H 0.46
28 H 0.34
29 H 0.60
30 H 0.66
31 H 0.34
32 H 0.42
33 H 0.43
34 H 0.57
35 H 0.42
36 H 0.42
37 H 0.54
38 C -1.42
39 C 0.61
40 N 0.20
41 O -0.47
42 C 0.49
43 C -1.49
44 N 0.41
45 O -0.50
46 H 0.40
47 H 0.33
48 H 0.38
49 H 0.37
50 H 0.41
51 H 0.41
52 H 0.38

=====

Computed, not measured: a 2-piece molecular cluster, C5H13NOS2 overall in a non-equilibrium geometry, with ωB97M-V/def2-TZVPD.

Atoms and positions in Å:
C 0.3079 -2.6409 -0.8559
C 1.3247 2.3785 1.1025
C -0.8092 -1.5275 -0.6193
C 1.3604 0.8702 0.9708
C -2.2228 0.7969 0.4448
N -0.4746 -0.5649 0.4180
O 0.5292 0.3152 -0.0620
S -2.3395 1.5064 -1.1470
S -3.7090 -0.0688 0.9097
H 1.1642 -2.5546 -0.0550
H -0.1563 -3.6378 -0.8173
H 0.6858 -2.5710 -1.9048
H 0.2636 2.7227 1.2281
H 2.0275 2.7479 1.8475
H 1.6958 2.6583 0.0444
H -0.9677 -1.1139 -1.5588
H -1.7101 -1.8892 -0.2783
H 1.2691 0.3536 1.9314
H 2.3859 0.6354 0.7366
H -1.6088 1.3147 1.2074
H -1.1337 2.1722 -1.2577
H -4.2714 -0.2390 -0.2665

Values from the calculation:
ΔE to the lowest compared entry with this formula, charge and spin: 125.2 kcal/mol

Partial atomic charges computed with the Mulliken method, in multiples of e:
1 C -0.96
2 C -0.80
3 C -0.33
4 C -0.49
5 C -0.02
6 N -0.54
7 O -0.06
8 S -0.15
9 S -0.17
10 H 0.25
11 H 0.32
12 H 0.25
13 H 0.16
14 H 0.36
15 H 0.21
16 H 0.37
17 H 0.41
18 H 0.40
19 H 0.34
20 H 0.15
21 H 0.14
22 H 0.14

=====

Computed, not measured: C40H54AlN9OP as an isolated structure in a non-equilibrium geometry, with ωB97M-V/def2-TZVPD.

Atoms and positions in Å:
C 1.6591 -2.0168 -1.4628
C 2.6189 -1.1300 -2.4019
C 3.6087 -1.8265 -3.4002
C 4.5256 -0.9621 -4.3012
C 4.5639 0.6008 -4.2601
C 3.5895 1.2950 -3.2839
C 2.6303 0.4211 -2.3872
C 1.6338 1.2778 -1.4431
Al 0.2200 2.0726 -2.7512
P -1.7399 0.7622 -2.7068
N -1.5327 -0.6931 -3.7089
O -1.9091 0.2914 -1.0408
H 2.1979 -2.1309 -0.4567
H 1.5644 -3.0574 -1.9223
H 0.6676 -1.4663 -1.3543
H 3.5900 -2.9635 -3.4505
H 5.2376 -1.4566 -5.0542
H 5.2499 1.2400 -4.9184
H 3.5478 2.4342 -3.2044
H 1.1667 0.6510 -0.6107
H 2.2702 2.0857 -0.9358
H 0.8006 1.9054 -4.2459
H -0.0422 3.6218 -2.5213
H -2.4763 -1.0394 -3.9700
H -1.0745 -1.4617 -3.1825
H -2.1804 1.1255 -0.5816
N -1.9368 -2.0564 -6.8619
C -2.3536 -1.4228 -8.0005
C -2.4156 -2.3559 -9.0074
C -2.0269 -3.6001 -8.4531
C -1.7400 -3.3846 -7.1267
H -1.7967 -1.6128 -5.9650
H -2.5682 -0.3649 -7.9970
H -2.7094 -2.1638 -10.0290
H -1.9643 -4.5484 -8.9668
H -1.4124 -4.0603 -6.3512
N 1.3661 1.0649 3.7786
C 1.3153 0.8732 2.4221
C 2.4872 0.2731 2.0353
C 3.2736 0.0904 3.2005
C 2.5551 0.5850 4.2614
H 0.6427 1.4909 4.3340
H 0.4517 1.1810 1.8509
H 2.7486 -0.0049 1.0248
H 4.2560 -0.3550 3.2565
H 2.7866 0.6382 5.3151
N -2.0859 0.5745 4.1688
C -2.7934 -0.5430 4.5199
C -4.1113 -0.1841 4.6639
C -4.2039 1.2016 4.3836
C -2.9393 1.6424 4.0781
H -1.0922 0.6060 4.0018
H -2.2987 -1.4952 4.6381
H -4.9192 -0.8459 4.9387
H -5.0968 1.8090 4.4022
H -2.5733 2.6214 3.8056
N -1.7833 -2.5830 1.9797
C -1.8446 -2.8968 0.6486
C -1.7056 -4.2582 0.5275
C -1.5609 -4.7856 1.8343
C -1.6156 -3.7292 2.7105
H -1.8519 -1.6535 2.3619
H -1.9800 -2.1252 -0.0958
H -1.7090 -4.8131 -0.3993
H -1.4316 -5.8237 2.1043
H -1.5486 -3.6943 3.7877
N -2.0898 4.4079 5.9972
C -1.1359 5.2600 6.4870
C -1.7744 6.3687 6.9863
C -3.1652 6.1759 6.7961
C -3.3298 4.9562 6.1863
H -1.9076 3.5153 5.5655
H -0.0879 5.0051 6.4365
H -1.2937 7.2232 7.4394
H -3.9582 6.8541 7.0750
H -4.2198 4.4332 5.8703
N 4.4987 3.0978 6.3826
C 5.4528 3.9505 6.8690
C 4.8150 5.0599 7.3682
C 3.4241 4.8667 7.1810
C 3.2590 3.6461 6.5733
H 4.6802 2.2053 5.9519
H 6.5004 3.6957 6.8167
H 5.2963 5.9152 7.8191
H 2.6313 5.5451 7.4605
H 2.3689 3.1222 6.2596
N -4.2194 -8.1337 1.2612
C -3.9621 -6.9429 0.6355
C -4.3194 -7.0721 -0.6843
C -4.8161 -8.3881 -0.8605
C -4.7451 -9.0190 0.3574
H -4.0494 -8.3279 2.2343
H -3.5468 -6.1092 1.1822
H -4.2340 -6.3043 -1.4391
H -5.1853 -8.8248 -1.7769
H -5.0210 -10.0185 0.6580
N 3.3863 3.2897 -6.6254
C 3.6437 4.4722 -7.2659
C 3.2826 4.3281 -8.5835
C 2.7836 3.0114 -8.7417
C 2.8575 2.3957 -7.5157
H 3.5587 3.1059 -5.6493
H 4.0617 5.3113 -6.7307
H 3.3670 5.0867 -9.3480
H 2.4110 2.5637 -9.6513
H 2.5810 1.4006 -7.2013

Values from the calculation:
ΔE to the lowest compared entry with this formula, charge and spin: 72.4 kcal/mol
Net charge: -1

Mulliken atomic charge list, values in e, 99 entries:
1 C -0.73
2 C 0.65
3 C -0.76
4 C -0.49
5 C -0.45
6 C -0.40
7 C 0.76
8 C -0.74
9 Al 0.16
10 P -0.13
11 N -0.46
12 O -0.46
13 H 0.26
14 H 0.37
15 H -0.15
16 H 0.27
17 H 0.25
18 H 0.36
19 H 0.32
20 H -0.26
21 H 0.43
22 H -0.19
23 H -0.30
24 H 0.30
25 H 0.16
26 H 0.23
27 N 0.10
28 C -0.42
29 C -0.49
30 C -0.54
31 C -0.34
32 H 0.28
33 H 0.37
34 H 0.37
35 H 0.37
36 H 0.36
37 N 0.08
38 C -0.63
39 C 0.07
40 C -1.07
41 C -0.72
42 H 0.18
43 H 0.59
44 H 0.54
45 H 0.41
46 H 0.61
47 N 0.19
48 C -0.60
49 C -0.64
50 C -0.89
51 C -0.70
52 H 0.21
53 H 0.58
54 H 0.40
55 H 0.42
56 H 0.89
57 N 0.29
58 C -0.76
59 C -0.40
60 C -0.92
61 C -0.26
62 H 0.18
63 H 0.48
64 H 0.48
65 H 0.55
66 H 0.39
67 N 0.14
68 C -0.45
69 C -0.34
70 C -0.71
71 C -0.20
72 H 0.22
73 H 0.27
74 H 0.39
75 H 0.38
76 H 0.33
77 N 0.06
78 C -0.47
79 C -0.70
80 C -0.16
81 C -0.31
82 H 0.19
83 H 0.37
84 H 0.37
85 H 0.44
86 H 0.21
87 N -0.01
88 C -0.60
89 C -0.35
90 C -0.48
91 C -0.48
92 H 0.20
93 H 0.52
94 H 0.42
95 H 0.38
96 H 0.37
97 N 0.17
98 C -0.52
99 C -0.46

=====

Computed, not measured: C3H3IO2 as an isolated structure in a non-equilibrium geometry, with ωB97M-V/def2-TZVPD.

Atoms and positions in Å:
C -0.4023 0.2680 -1.1909
C -0.0331 -0.2137 1.2079
C 0.1111 -0.6291 -0.2198
O -1.3270 0.3119 -1.9105
O 1.1979 -0.3346 0.5623
I 1.0873 2.5468 -1.1793
H -0.2899 0.8438 1.2470
H -0.4145 -1.0246 1.9320
H 0.0705 -1.7685 -0.4487

Values from the calculation:
ΔE to the lowest compared entry with this formula, charge and spin: 48.7 kcal/mol

Partial atomic charges computed with the Mulliken method, in multiples of e:
1 C -0.29
2 C -0.29
3 C 0.50
4 O -0.29
5 O -0.31
6 I -0.19
7 H 0.26
8 H 0.26
9 H 0.35

=====

Computed, not measured: an isolated ion of composition C4H9N2O and charge +1 in a non-equilibrium geometry, with ωB97M-V/def2-TZVPD.

Atoms and positions in Å:
C -1.6765 0.8320 0.7963
C -0.7881 1.3589 -0.3415
N 0.5150 0.8204 -0.2237
C 1.7286 0.7125 -0.5130
O 2.1061 -0.5714 -0.3547
C 0.9618 -1.1991 0.1849
N 0.6106 -2.3241 -0.3555
H -1.3664 -0.1679 1.0928
H -1.6312 1.4804 1.6652
H -2.7112 0.7700 0.4698
H -1.1790 0.9559 -1.2863
H -0.8280 2.4497 -0.3888
H 2.4428 1.4495 -0.8682
H 0.7746 -0.9889 1.2337
H 0.0532 -2.9990 0.1522
H 0.9878 -2.5788 -1.2631

Values from the calculation:
ΔE to the lowest compared entry with this formula, charge and spin: 71.4 kcal/mol
SMILES: CC/N=C/OC=[NH2+]
Net charge: +1

Partial atomic charges computed with the Mulliken method, in multiples of e:
1 C -1.02
2 C -0.19
3 N -0.23
4 C -0.02
5 O -0.38
6 C 0.01
7 N -0.25
8 H 0.26
9 H 0.31
10 H 0.35
11 H 0.27
12 H 0.34
13 H 0.43
14 H 0.56
15 H 0.28
16 H 0.29

=====

Copy entry 3 word for word.
Computed, not measured: a 2-piece molecular cluster, C5H13NOS2 overall in a non-equilibrium geometry, with ωB97M-V/def2-TZVPD.

Atoms and positions in Å:
C 0.3079 -2.6409 -0.8559
C 1.3247 2.3785 1.1025
C -0.8092 -1.5275 -0.6193
C 1.3604 0.8702 0.9708
C -2.2228 0.7969 0.4448
N -0.4746 -0.5649 0.4180
O 0.5292 0.3152 -0.0620
S -2.3395 1.5064 -1.1470
S -3.7090 -0.0688 0.9097
H 1.1642 -2.5546 -0.0550
H -0.1563 -3.6378 -0.8173
H 0.6858 -2.5710 -1.9048
H 0.2636 2.7227 1.2281
H 2.0275 2.7479 1.8475
H 1.6958 2.6583 0.0444
H -0.9677 -1.1139 -1.5588
H -1.7101 -1.8892 -0.2783
H 1.2691 0.3536 1.9314
H 2.3859 0.6354 0.7366
H -1.6088 1.3147 1.2074
H -1.1337 2.1722 -1.2577
H -4.2714 -0.2390 -0.2665

Values from the calculation:
ΔE to the lowest compared entry with this formula, charge and spin: 125.2 kcal/mol

Partial atomic charges computed with the Mulliken method, in multiples of e:
1 C -0.96
2 C -0.80
3 C -0.33
4 C -0.49
5 C -0.02
6 N -0.54
7 O -0.06
8 S -0.15
9 S -0.17
10 H 0.25
11 H 0.32
12 H 0.25
13 H 0.16
14 H 0.36
15 H 0.21
16 H 0.37
17 H 0.41
18 H 0.40
19 H 0.34
20 H 0.15
21 H 0.14
22 H 0.14